Entry from the OMol25 dataset: a structure of composition C27H52Cl2MgN3O4Si at a distorted geometry (the ωB97M-V functional and the def2-TZVPD basis).

## Properties
- charge = -1
- E_tot (eV) = -79875.801
- F_max (hartree/bohr) = 0.0431
- frontier orbital gap (spin up / spin down) (eV) = 3.10 / 3.10
- highest occupied orbital energy (spin up / spin down) (eV) = -0.8 / -0.8

Element x y z (Å)
1 C -0.97193 -0.42237 -3.72356
2 C -0.58593 -1.72185 -3.08266
3 H -0.39563 -0.24393 -4.63962
4 H -0.81441 0.41817 -3.03070
5 H -2.04041 -0.44688 -4.00074
6 C -0.10824 -2.78450 -3.75264
7 C 0.13187 -2.83537 -5.22088
8 H 0.10054 -3.71977 -3.22272
9 H -0.03055 -1.87664 -5.72523
10 H -0.52567 -3.57422 -5.69874
11 H 1.16173 -3.15814 -5.41774
12 Mg 0.78567 0.36625 0.40703
13 Cl 0.08429 2.15563 -0.79874
14 C 0.07753 -2.07823 2.03494
15 O 0.84337 -1.12307 1.77977
16 N 0.42042 -3.11144 2.80479
17 C 1.76891 -3.20596 3.35049
18 C -0.49321 -4.20927 3.08573
19 H -0.95326 -2.11232 1.62912
20 H 2.29207 -2.26573 3.16473
21 H 2.31074 -4.03773 2.87764
22 H 1.70295 -3.40251 4.42700
23 H -1.48158 -3.97412 2.67439
24 H -0.57120 -4.35818 4.17160
25 H -0.13294 -5.14025 2.62642
26 H 1.03750 2.97365 5.30282
27 H -0.58450 4.78717 4.49488
28 C 1.51563 3.04116 4.31797
29 C -0.12170 4.72943 3.50153
30 N 0.52977 3.43570 3.31954
31 H 1.92960 2.07405 4.02648
32 C 0.30737 2.66605 2.25992
33 O 0.85357 1.54774 2.08486
34 H -0.89347 4.85656 2.73320
35 H -0.41029 3.06313 1.52386
36 H 2.30795 3.79760 4.37204
37 H 0.60590 5.54842 3.41838
38 H 1.60970 -0.29770 -3.21722
39 H 2.68352 -2.81018 -3.00368
40 C 2.56781 0.03168 -2.78992
41 C 3.54127 -2.24675 -2.60753
42 N 3.10154 -1.02593 -1.94236
43 H 2.39852 0.93229 -2.19237
44 C 3.25294 -0.86813 -0.61784
45 O 2.80563 0.09676 0.03549
46 H 4.07486 -2.87194 -1.88088
47 H 3.81540 -1.69241 -0.13707
48 H 3.27460 0.22440 -3.60731
49 H 4.20560 -2.00473 -3.44647
50 O 0.13010 -0.89359 -1.01121
51 C -0.75916 -1.74865 -1.56098
52 C 0.61496 -3.72064 -0.73732
53 C -0.63991 -3.15685 -0.95818
54 H 1.49770 -3.09400 -0.91325
55 C 0.71984 -5.04209 -0.30490
56 H -1.80260 -1.40845 -1.38287
57 C -1.79710 -3.87457 -0.65865
58 H 1.70999 -5.47453 -0.13718
59 C -0.43797 -5.79417 -0.08813
60 C -1.69617 -5.20291 -0.24049
61 H -2.77404 -3.38833 -0.77360
62 H -0.35877 -6.84353 0.21221
63 H -2.60251 -5.77686 -0.02603
64 Si 0.07540 5.30307 -2.16400
65 Cl -0.13268 3.70136 -3.50922
66 C 1.88857 5.46638 -1.71461
67 C -1.01099 5.18899 -0.63880
68 C -0.51671 6.74521 -3.22108
69 H 2.33566 4.48299 -1.51426
70 H 1.99688 6.09283 -0.81801
71 H 2.44887 5.94802 -2.52959
72 H 0.16273 6.93174 -4.06121
73 H -0.59334 7.66919 -2.62437
74 H -1.50666 6.52729 -3.64648
75 H -0.80108 4.24638 -0.11698
76 H -2.07826 5.18709 -0.89737
77 H -0.81989 6.01725 0.06422
78 C -2.19475 0.41783 3.61609
79 C -2.98228 -0.17993 2.44340
80 C -4.48178 0.10158 2.60720
81 C -2.43971 0.32971 1.18345
82 H -2.35521 1.50153 3.65291
83 H -1.12287 0.23454 3.50783
84 H -2.52761 -0.01122 4.56723
85 H -2.82845 -1.27721 2.40381
86 H -4.66057 1.18246 2.65368
87 H -5.04735 -0.31168 1.76661
88 H -4.86249 -0.34969 3.53065
89 H -2.59058 -0.22713 0.26103
90 H -2.14304 1.37497 1.11044